The following is a DFT calculation (wB97M-V/def2-TZVPD) of a 13-piece molecular cluster, C26H78O26 overall.

Summary:
Frontier orbital gap   9.1579 eV
Energy   -2993.21805 Ha
Charge   0

CARTESIAN COORDINATES (ANGSTROEM)
C (-3.94200, 8.97100, 9.95800)
C (-2.87400, 9.81000, 10.62300)
O (-1.82400, 9.10900, 11.17700)
O (-4.81800, 9.53000, 8.94700)
H (-4.45300, 8.49200, 10.81000)
H (-3.44900, 8.10600, 9.39600)
H (-3.37500, 10.48000, 11.23900)
H (-2.51000, 10.60600, 9.89000)
H (-1.36500, 8.72400, 10.43200)
H (-5.14200, 8.88300, 8.34700)
C (0.61900, 3.56900, 10.39800)
C (1.06200, 2.12300, 10.25500)
O (1.23200, 1.83200, 8.86500)
O (1.42000, 4.43000, 9.63300)
H (0.66700, 3.95000, 11.42400)
H (-0.41100, 3.69300, 10.17900)
H (0.37600, 1.64700, 10.90200)
H (2.00500, 1.89400, 10.72100)
H (0.47800, 1.30300, 8.59900)
H (1.61200, 3.93600, 8.80000)
C (2.80700, 8.93600, 5.05600)
C (1.47200, 8.29800, 5.08100)
O (0.58300, 9.31100, 5.59700)
O (3.94100, 8.00100, 4.85700)
H (3.13100, 9.33200, 6.02900)
H (3.08100, 9.67900, 4.30400)
H (1.36300, 7.45400, 5.77200)
H (1.15600, 7.94800, 4.08400)
H (0.57600, 10.02600, 4.99200)
H (3.87800, 7.61000, 3.97100)
C (1.38400, 6.71400, 13.39500)
C (1.73700, 7.18700, 14.75400)
O (3.14300, 7.00000, 14.93600)
O (0.20100, 7.33000, 12.89200)
H (1.42900, 5.61200, 13.41700)
H (2.06700, 7.03600, 12.63900)
H (1.14000, 6.63300, 15.50400)
H (1.37000, 8.23300, 14.79900)
H (3.33400, 7.28300, 15.82500)
H (0.41600, 8.22000, 12.77900)
C (-3.87400, 3.82200, 9.12400)
C (-3.48500, 5.25800, 8.97900)
O (-2.04100, 5.22500, 8.93100)
O (-5.27600, 3.68100, 9.39300)
H (-3.36800, 3.38200, 9.93900)
H (-3.56500, 3.21100, 8.26400)
H (-3.71500, 5.89600, 9.86500)
H (-3.98700, 5.77300, 8.16000)
H (-1.73400, 6.12900, 8.87700)
H (-5.49200, 2.77100, 9.39400)
C (1.30800, 8.28600, 9.61600)
C (0.18700, 7.31400, 9.20000)
O (-0.83000, 8.13600, 8.81100)
O (1.52000, 9.18700, 8.56300)
H (2.23300, 7.74900, 9.80800)
H (0.93200, 8.79900, 10.50700)
H (-0.14600, 6.51900, 9.92600)
H (0.58200, 6.65800, 8.40300)
H (-0.36300, 8.89300, 8.55400)
H (2.10200, 9.95100, 8.88200)
C (4.30500, 8.98200, 11.70900)
C (5.22000, 7.75200, 11.37900)
O (4.59900, 7.01300, 10.40100)
O (5.00800, 9.83200, 12.58300)
H (3.31100, 8.71600, 12.03400)
H (4.21500, 9.57500, 10.77300)
H (5.45700, 7.14500, 12.18900)
H (6.21000, 7.96100, 10.97200)
H (4.19600, 6.18900, 10.69000)
H (4.81800, 10.69000, 12.29600)
C (-0.13300, 10.69400, 13.38900)
C (0.11900, 11.30200, 14.77000)
O (-0.98300, 12.02600, 15.24500)
O (1.16000, 10.16100, 13.01500)
H (-0.53700, 11.42300, 12.69300)
H (-0.71700, 9.81600, 13.49700)
H (0.91700, 12.03900, 14.43100)
H (0.45500, 10.48700, 15.44800)
H (-1.74300, 11.48300, 15.14000)
H (1.67600, 10.91000, 12.76000)
C (-0.98800, 5.60200, 5.69000)
C (-2.29500, 6.33000, 5.24400)
O (-2.09600, 7.54600, 4.55900)
O (-0.34700, 5.62700, 4.49500)
H (-0.95600, 4.60800, 6.06200)
H (-0.48600, 6.12800, 6.47000)
H (-2.71200, 6.46200, 6.24100)
H (-2.98700, 5.72600, 4.70100)
H (-2.70300, 8.22100, 4.76800)
H (-0.93100, 6.30500, 4.13000)
C (4.72800, 10.66100, 7.81500)
C (4.93500, 9.17100, 8.02000)
O (5.92500, 8.54400, 7.16900)
O (3.56700, 11.05200, 8.48200)
H (4.83500, 10.94600, 6.78000)
H (5.60600, 11.12300, 8.27200)
H (3.92700, 8.58500, 8.05700)
H (5.25000, 9.07600, 9.06800)
H (5.55400, 8.57700, 6.28700)
H (3.24500, 11.83700, 8.03800)
C (-0.29200, 12.91100, 9.75900)
C (0.02000, 13.89700, 8.62700)
O (-0.82600, 14.90100, 8.76400)
O (0.68700, 11.92900, 9.88600)
H (-1.26300, 12.41300, 9.67200)
H (-0.34600, 13.45000, 10.80700)
H (-0.14300, 13.49100, 7.64900)
H (1.03000, 14.27600, 8.79000)
H (-0.97400, 15.44400, 8.05500)
H (0.74400, 11.28000, 9.23300)
C (-2.59800, 10.15000, 6.62900)
C (-1.74900, 11.24500, 7.05400)
O (-0.69200, 10.78500, 7.82000)
O (-3.86100, 10.66800, 6.14700)
H (-2.84700, 9.38400, 7.41100)
H (-2.04200, 9.67500, 5.80700)
H (-2.34600, 11.73900, 7.79700)
H (-1.56400, 11.96600, 6.26400)
H (-0.19900, 10.18600, 7.30400)
H (-4.30000, 11.00900, 6.82300)
C (3.44900, 5.55400, 7.10700)
C (4.51200, 5.03300, 8.12800)
O (5.56600, 5.88200, 8.25300)
O (2.55700, 4.58100, 6.55300)
H (4.00400, 5.79600, 6.24500)
H (2.88800, 6.45500, 7.43600)
H (4.94200, 4.14100, 7.73900)
H (3.98700, 4.71700, 9.05900)
H (5.37700, 6.45300, 8.96900)
H (2.96200, 4.08400, 5.81500)


The following is a DFT calculation (wB97M-V/def2-TZVPD) of an isolated ion of composition C4H13N2O and charge +1.

Summary:
Frontier orbital gap   10.0473 eV
Energy   -344.69669 Ha
Charge   +1
SMILES   [NH3+]CCNCCO

CARTESIAN COORDINATES (ANGSTROEM)
N (-1.25095, -0.57940, -1.50171)
C (-1.37786, -1.60037, -0.41598)
C (-0.74609, -1.09346, 0.92292)
N (-0.25170, 0.24684, 0.87613)
C (1.17518, 0.54824, 1.00702)
C (1.45232, 1.82221, 0.21386)
O (1.28483, 1.43237, -1.17039)
H (-1.95645, 0.15956, -1.47318)
H (-1.13034, -1.00017, -2.41429)
H (-0.39804, -0.01371, -1.26441)
H (-2.40435, -1.93762, -0.30060)
H (-0.78391, -2.46644, -0.71349)
H (-1.41356, -1.27799, 1.77707)
H (0.01432, -1.84060, 1.19218)
H (-0.79012, 0.91185, 1.40511)
H (1.51458, 0.57419, 2.05253)
H (1.74588, -0.30147, 0.61917)
H (2.46748, 2.15108, 0.43263)
H (0.75345, 2.63650, 0.41164)
H (2.09532, 1.62839, -1.65617)


The following is a DFT calculation (wB97M-V/def2-TZVPD) of one molecule with the formula C4H3NO2.

Summary:
Frontier orbital gap   9.6131 eV
Energy   -359.14195 Ha
Charge   0
SMILES   O=[N+]([O-])[C@]12[C@@H]3[C@H]1[C@@H]32

CARTESIAN COORDINATES (ANGSTROEM)
C (1.02281, -0.46984, 0.80458)
C (0.96239, -0.40020, -0.71159)
C (0.95915, 0.83786, -0.00085)
C (-0.26345, -0.06631, 0.20906)
N (-1.64843, -0.07147, 0.04831)
O (-2.16680, 0.59368, -0.85823)
O (-2.22909, -0.64591, 0.92398)
H (1.56125, -1.09975, 1.39695)
H (0.94812, -0.61727, -1.76891)
H (0.85406, 1.93922, -0.04331)


The following is a DFT calculation (wB97M-V/def2-TZVPD) of a 2-piece molecular cluster, C9H14O overall.

Summary:
Frontier orbital gap   9.2237 eV
Energy   -426.54502 Ha
Charge   0
SMILES   Cc1ccc(O)cc1.CC

CARTESIAN COORDINATES (ANGSTROEM)
C (1.09817, 0.75988, -2.75475)
C (1.15972, -1.30904, 0.93309)
C (1.74343, -0.04933, 0.88243)
C (0.33591, -1.82977, -0.06381)
C (1.77310, 0.55675, -0.38014)
C (0.37187, -1.17403, -1.28767)
C (1.10318, 0.00290, -1.46891)
O (1.07049, -2.02158, 2.12343)
H (2.17476, 0.47389, 1.71857)
H (1.76729, -1.73982, 2.73767)
H (-0.09300, -2.77337, 0.22211)
H (2.32502, 1.48551, -0.37415)
H (-0.31713, -1.49049, -2.06352)
H (1.13924, 1.84470, -2.68002)
H (0.34936, 0.46810, -3.48684)
H (2.07161, 0.51553, -3.21878)
C (-1.64686, 0.97295, 0.71129)
C (-2.89212, 0.60277, 1.51382)
H (-0.86398, 0.51010, 1.33005)
H (-1.55102, 0.58226, -0.29155)
H (-1.38774, 2.02193, 0.86703)
H (-3.14679, -0.44291, 1.34749)
H (-3.76228, 1.15053, 1.12367)
H (-2.82225, 0.88252, 2.55948)